Density functional theory data (ωB97M-V with the def2-TZVPD basis set) for a molecular structure, C74H63N10OPS3Ti at a distorted geometry.

The geometry in XYZ format:
```
153
Properties=species:S:1:pos:R:3:forces:R:3
Ti -0.619176 0.044911 0.084721 -0.649 -0.443 -1.164
C 1.255561 -2.340829 4.787234 0.034 -0.076 0.057
N 1.028559 -1.229210 3.856995 -0.010 0.030 0.026
C 0.520853 -1.304310 2.614784 0.125 -0.080 0.190
N 0.416392 -0.085367 2.073418 -0.217 -0.088 -0.239
C 0.908972 0.812931 3.026214 0.013 0.004 0.128
C 1.275249 0.088215 4.146588 -0.102 0.003 0.006
C 1.733813 0.523738 5.480144 0.023 0.041 -0.001
C 0.973305 1.438609 6.209402 -0.030 -0.058 -0.073
C 1.403863 1.868975 7.452843 0.012 -0.008 0.027
C 2.603079 1.398572 7.973813 -0.029 0.046 -0.025
C 3.360820 0.483151 7.257113 0.012 -0.039 0.014
C 2.926576 0.041526 6.016608 0.042 0.024 -0.045
C 1.104011 2.287414 2.976234 -0.077 0.053 0.009
C 0.194662 3.214853 2.477639 -0.131 -0.063 0.439
C 0.406226 4.582394 2.618927 -0.006 0.037 0.288
C 1.556878 5.054013 3.223373 -0.161 0.000 -0.069
C 2.512023 4.142554 3.666854 0.081 -0.079 -0.008
C 2.284348 2.784814 3.552337 0.020 0.065 0.066
P 0.247224 -2.915952 1.826528 0.004 0.131 -0.148
C 1.146922 -2.535119 0.310129 0.177 -0.169 0.031
N 1.061399 -1.453845 -0.479628 -0.387 0.223 0.382
C 2.084239 -1.597702 -1.429441 0.220 -0.112 -0.078
C 2.764530 -2.771121 -1.161329 -0.015 0.098 0.063
N 2.152669 -3.338906 -0.072374 -0.021 0.050 -0.056
C 2.560559 -4.596824 0.565386 0.026 -0.076 0.038
C 3.979791 -3.343055 -1.771071 0.000 0.001 -0.025
C 3.978263 -4.637440 -2.288672 -0.053 0.028 -0.089
C 5.134147 -5.166150 -2.842546 -0.014 -0.018 0.018
C 6.296959 -4.408822 -2.876661 -0.026 0.014 -0.012
C 6.301181 -3.116645 -2.366454 0.040 -0.025 -0.013
C 5.147646 -2.582781 -1.817474 -0.047 0.014 0.062
C 2.509145 -0.751829 -2.575752 0.266 0.014 -0.005
C 2.809294 0.598221 -2.459472 -0.021 -0.022 0.131
C 3.422206 1.295367 -3.490709 0.051 -0.025 -0.051
C 3.734047 0.646063 -4.674371 0.058 -0.019 0.126
C 3.393097 -0.693344 -4.827712 0.064 -0.028 0.032
C 2.791389 -1.383972 -3.791831 0.173 -0.010 0.067
C -1.448707 -2.665033 1.276971 -0.039 -0.102 0.004
N -1.984970 -1.565152 0.726713 0.199 -0.018 -0.023
C -3.371799 -1.786101 0.716622 -0.136 -0.100 0.061
C -3.613375 -3.041184 1.222994 0.051 0.040 0.039
N -2.393898 -3.566707 1.574148 -0.022 -0.038 -0.035
C -2.183754 -4.898199 2.155382 0.027 -0.094 0.043
C -4.891713 -3.723903 1.495124 -0.039 0.026 0.061
C -5.354080 -3.786902 2.810061 -0.006 0.040 -0.030
C -6.568507 -4.392429 3.090159 0.010 -0.026 0.014
C -7.322952 -4.940443 2.060910 0.012 0.030 -0.003
C -6.859507 -4.891007 0.753368 -0.027 -0.035 0.014
C -5.645898 -4.284535 0.468537 0.093 -0.042 -0.030
C -4.520361 -0.883631 0.426440 -0.039 0.003 0.055
C -4.964920 0.004541 1.404224 -0.002 -0.070 0.043
C -6.136840 0.726491 1.233328 0.020 -0.021 0.004
C -6.903693 0.548052 0.090185 0.009 -0.001 0.006
C -6.508122 -0.385043 -0.858495 -0.021 0.009 -0.005
C -5.336963 -1.105927 -0.679661 0.029 0.000 0.044
H 0.621057 -3.180687 4.522747 -0.037 0.020 -0.020
H 1.016983 -2.010070 5.794181 -0.029 0.038 -0.015
H 2.296451 -2.656377 4.763239 0.001 0.023 -0.040
H 0.044372 1.819394 5.800887 -0.002 0.031 -0.004
H 0.802815 2.567039 8.019666 0.019 0.021 -0.010
H 2.949531 1.752975 8.935101 -0.018 -0.040 0.021
H 4.290231 0.111058 7.666364 0.008 0.012 -0.013
H 3.534874 -0.658867 5.455748 0.015 0.013 0.003
H -0.690986 2.883587 1.964048 -0.082 0.009 0.025
H -0.334036 5.279006 2.244822 0.017 -0.034 0.051
H 1.716557 6.117254 3.342950 0.017 0.003 0.003
H 3.432985 4.494717 4.112535 -0.004 -0.007 0.021
H 3.038957 2.096020 3.908717 -0.009 -0.006 0.039
H 3.579190 -4.819101 0.265041 0.011 0.039 -0.011
H 1.913765 -5.413581 0.250159 -0.005 0.026 -0.034
H 2.523268 -4.502651 1.646550 -0.014 0.051 0.008
H 3.067466 -5.226406 -2.285614 0.012 -0.009 0.015
H 5.126895 -6.169157 -3.247091 0.002 0.003 -0.001
H 7.198660 -4.826787 -3.303197 0.005 0.012 0.000
H 7.207891 -2.527592 -2.393793 -0.002 0.001 0.003
H 5.150645 -1.575990 -1.416953 0.005 0.009 -0.014
H 2.571732 1.103397 -1.536635 0.043 -0.217 -0.471
H 3.670153 2.342162 -3.366421 0.002 0.021 -0.001
H 4.240710 1.177080 -5.467963 -0.016 -0.003 0.039
H 3.616412 -1.209697 -5.752227 0.001 0.003 0.004
H 2.543974 -2.429609 -3.923541 0.040 -0.039 0.015
H -3.141002 -5.409361 2.184882 -0.017 0.027 -0.024
H -1.796912 -4.818844 3.169205 -0.019 0.041 0.004
H -1.492172 -5.472539 1.543667 -0.007 0.028 -0.030
H -4.764435 -3.355074 3.611686 -0.026 0.011 0.010
H -6.925947 -4.440659 4.109775 -0.005 0.009 -0.004
H -8.272434 -5.409225 2.280991 0.006 -0.014 -0.009
H -7.442601 -5.333481 -0.042840 0.008 0.004 -0.006
H -5.270589 -4.274030 -0.547664 -0.031 0.041 -0.013
H -4.432265 0.072271 2.345605 -0.096 -0.021 -0.111
H -6.476654 1.394608 2.014361 -0.012 -0.001 0.010
H -7.832020 1.089680 -0.032362 0.008 0.013 -0.016
H -7.132726 -0.578394 -1.721190 -0.008 -0.007 0.011
H -5.076858 -1.887994 -1.377525 -0.021 -0.013 -0.021
C -3.088173 -1.160395 -2.947373 0.046 0.012 -0.036
C -3.076063 0.187881 -2.309551 0.006 0.058 -0.107
N -2.513654 0.536436 -1.168686 0.228 0.216 0.404
C -2.896557 1.813943 -0.793458 -0.050 0.026 -0.095
C -3.662205 2.468146 -1.699506 0.055 0.065 -0.083
S -3.983677 1.446517 -3.020504 0.058 -0.091 0.062
C -2.726168 2.125211 0.616229 -0.066 0.021 0.194
C -3.351477 3.088243 1.332907 0.007 0.051 0.041
S -3.307578 2.697990 2.991415 0.139 -0.083 -0.014
C -2.416376 1.280039 2.662401 0.078 0.018 -0.021
N -2.133283 1.128245 1.381039 0.417 0.206 -0.270
C -2.127679 0.317663 3.760951 0.057 0.019 0.045
H -2.659302 -1.909429 -2.284693 0.001 -0.010 0.003
H -2.562743 -1.163482 -3.897801 0.065 0.011 -0.009
H -4.117896 -1.436101 -3.167464 -0.014 -0.010 0.033
H -4.107147 3.447382 -1.621754 -0.008 -0.009 0.005
H -3.903284 3.941568 0.971838 -0.044 -0.032 -0.009
H -3.011061 0.200956 4.389442 -0.013 -0.005 -0.016
H -1.324154 0.680660 4.399005 0.040 -0.012 0.035
H -1.854545 -0.652240 3.354712 -0.041 -0.027 -0.022
C 2.748251 1.764623 0.491788 0.240 -0.061 0.251
C 1.432146 2.356483 0.130827 0.192 0.213 -0.059
O 0.426233 1.558632 -0.001119 0.224 0.759 0.017
C 1.302423 3.755708 -0.128762 -0.091 -0.046 -0.353
C 2.440199 4.586391 -0.084842 0.010 -0.143 0.044
C 2.321094 5.941747 -0.310614 -0.036 0.110 -0.002
C 1.071935 6.492941 -0.575790 0.118 -0.046 0.037
C -0.068457 5.685931 -0.612002 -0.034 -0.049 -0.044
C 0.042287 4.334461 -0.392184 0.065 -0.015 -0.286
H 2.676476 0.685251 0.603408 0.004 0.021 -0.019
H 3.094106 2.207614 1.424757 -0.010 -0.011 -0.090
H 3.491841 2.005866 -0.267924 0.016 0.017 0.120
H 3.417884 4.177169 0.127713 -0.004 -0.012 -0.009
H 3.199389 6.571408 -0.275904 -0.012 0.018 -0.018
H 0.984006 7.557525 -0.751490 -0.012 0.000 -0.002
H -1.034495 6.133149 -0.804417 0.001 -0.006 -0.020
H -0.842351 3.714247 -0.399026 -0.043 -0.061 -0.015
S 0.175572 0.482294 -6.797662 0.114 0.025 0.061
C 0.121480 0.473524 -5.040341 -0.045 -0.078 -0.044
C 0.150151 1.601462 -4.215132 0.005 -0.041 0.049
C -0.011970 1.452937 -2.857657 -0.159 0.083 -0.013
N -0.185057 0.269240 -2.254560 -0.135 -0.577 0.595
C -0.185879 -0.815659 -3.037944 -0.203 0.016 -0.108
C -0.049639 -0.758182 -4.407490 -0.274 0.128 -0.042
C 1.501933 1.629991 -7.155773 -0.153 -0.115 0.061
C 1.389536 2.999081 -6.977158 0.027 0.076 -0.030
C 2.498308 3.782196 -7.280088 -0.065 -0.102 0.005
N 3.633716 3.279910 -7.749139 0.170 0.087 -0.020
C 3.707851 1.972911 -7.971450 -0.151 -0.012 -0.018
C 2.665587 1.096900 -7.686255 0.033 0.106 -0.125
H 0.293027 2.592025 -4.619108 0.011 0.012 -0.009
H -0.010160 2.327862 -2.231991 -0.028 0.167 0.148
H -0.270171 -1.776333 -2.548528 -0.074 0.011 -0.014
H -0.055146 -1.668398 -4.993140 0.029 -0.037 0.056
H 0.465627 3.458631 -6.653707 -0.014 0.005 -0.018
H 2.463996 4.858371 -7.156265 -0.015 0.001 0.008
H 4.640406 1.605465 -8.384019 -0.007 -0.008 -0.026
H 2.756289 0.037343 -7.882873 0.021 0.003 0.013
```
Positions in Å, forces in eV/Å.

- Spin multiplicity: 1
- Energy above the lowest of the compared OMol25 structures with the same formula, charge and spin: 12.7 kcal per mole
- Energy: -159589.890 eV
- Net charge: +4
- Highest occupied orbital energy: -16.50 eV